# 1
{"formula": "C4H6O2", "method": "ωB97M-V with the def2-TZVPD basis set", "species": ["O", "C", "C", "C", "C", "O", "H", "H", "H", "H", "H", "H"], "coordinates": [[0.810, -0.239, -1.675], [-0.018, -0.114, -0.819], [-1.105, 0.993, -0.599], [-0.617, 0.955, 0.905], [-0.114, -0.538, 0.663], [1.011, -1.053, 1.269], [-2.186, 0.745, -0.681], [-0.841, 1.873, -1.129], [0.209, 1.631, 1.034], [-1.358, 1.010, 1.749], [-0.907, -1.261, 0.831], [1.631, -1.439, 0.548]], "forces_ev_per_angstrom": [[-0.102, -0.308, 0.473], [-1.415, 0.530, 0.431], [0.041, -0.948, 1.135], [-0.886, -1.495, 0.195], [0.444, 0.563, -0.950], [2.379, -0.901, -1.207], [0.902, -0.087, -0.265], [-0.100, 0.897, -0.521], [0.345, 0.173, 0.270], [0.654, 0.240, -1.046], [-0.722, 0.233, -0.224], [-1.540, 1.104, 1.708]], "nbo_charge": [-0.52, 0.58, -0.52, -0.41, 0.00, -0.71, 0.24, 0.23, 0.22, 0.22, 0.18, 0.49], "e_above_lowest_kcal_mol": 38.7, "smiles": "O=C1CC[C@@H]1O", "homo_ev": -9.70, "lumo_ev": 0.820, "gap_ev": 10.5}

***

# 2
{"formula": "C36H37NOP2V", "method": "ωB97M-V with the def2-TZVPD basis set", "species": ["V", "C", "C", "C", "C", "C", "C", "C", "C", "C", "H", "H", "H", "H", "H", "H", "H", "H", "H", "H", "H", "H", "H", "H", "H", "P", "P", "C", "C", "C", "C", "C", "C", "C", "C", "C", "C", "C", "C", "C", "C", "C", "C", "C", "C", "C", "C", "C", "C", "C", "C", "C", "C", "H", "H", "H", "H", "H", "H", "H", "H", "H", "H", "H", "H", "H", "H", "H", "H", "H", "H", "H", "H", "H", "H", "O", "C", "N"], "coordinates": [[-1.551, -0.510, 0.646], [-4.165, 3.165, 2.807], [-3.211, 3.628, 2.007], [-1.753, 3.753, 2.426], [-0.893, 2.458, 2.609], [-1.441, 1.363, 3.508], [-2.434, 1.539, 4.417], [-2.867, 2.831, 5.022], [-4.153, 3.306, 4.345], [-2.584, -1.501, -0.887], [-5.128, 2.742, 2.426], [-3.460, 3.926, 0.961], [-1.711, 4.346, 3.367], [-1.254, 4.334, 1.628], [-0.628, 2.039, 1.608], [0.081, 2.783, 3.022], [-0.934, 0.373, 3.357], [-3.015, 0.643, 4.721], [-2.056, 3.584, 4.959], [-3.080, 2.657, 6.098], [-4.971, 2.717, 4.793], [-4.330, 4.344, 4.684], [-3.625, -1.375, -0.526], [-1.962, -2.369, -0.529], [-2.420, -1.198, -1.925], [0.949, -0.438, -2.477], [1.199, -1.661, -0.221], [2.194, 0.413, -1.460], [2.423, -0.300, -0.318], [1.685, -0.413, -4.161], [2.872, 0.279, -4.440], [3.003, 0.924, -5.674], [2.147, 0.568, -6.724], [1.267, -0.512, -6.546], [1.030, -1.013, -5.265], [-0.334, 0.885, -2.393], [-1.054, 0.974, -1.176], [-1.869, 2.090, -0.936], [-2.050, 3.027, -1.989], [-1.269, 2.942, -3.151], [-0.316, 1.918, -3.296], [2.432, -2.952, -0.884], [2.940, -2.937, -2.198], [4.153, -3.565, -2.478], [4.797, -4.357, -1.521], [4.191, -4.506, -0.275], [3.011, -3.825, 0.041], [1.149, -2.039, 1.565], [0.426, -3.172, 2.003], [0.479, -3.540, 3.347], [1.158, -2.738, 4.272], [1.878, -1.622, 3.827], [1.876, -1.275, 2.480], [2.539, 1.419, -1.710], [3.238, -0.139, 0.392], [3.663, 0.362, -3.693], [3.744, 1.715, -5.812], [2.191, 1.109, -7.676], [0.745, -0.927, -7.405], [0.337, -1.848, -5.119], [-0.608, 0.091, -0.554], [-2.381, 2.249, 0.026], [-2.773, 3.857, -1.897], [-1.351, 3.669, -3.952], [0.425, 1.911, -4.088], [2.414, -2.403, -3.004], [4.612, -3.451, -3.454], [5.736, -4.860, -1.753], [4.632, -5.151, 0.476], [2.577, -3.940, 1.035], [-0.161, -3.763, 1.295], [0.002, -4.464, 3.680], [1.129, -2.982, 5.340], [2.460, -1.021, 4.524], [2.474, -0.419, 2.165], [-5.085, -1.984, 2.035], [-4.177, -1.246, 1.914], [-3.207, -0.519, 1.740]], "forces_ev_per_angstrom": [[-1.322, -0.867, 0.870], [-1.464, 0.360, 0.973], [0.341, -0.462, -0.634], [0.144, 1.048, -0.011], [0.324, 0.286, 0.381], [-0.525, 0.150, 0.389], [1.254, -1.556, -0.677], [0.154, 0.166, 0.093], [-0.018, -0.405, 0.113], [0.718, 0.509, 0.814], [0.775, 1.004, -0.002], [0.262, -0.934, 0.643], [0.238, -0.226, -0.859], [-0.017, -0.068, 0.525], [-0.342, 0.106, 0.575], [-0.209, 0.059, -0.264], [-1.112, 0.623, -0.039], [0.779, 0.453, 0.206], [-0.571, -0.529, 0.221], [0.224, 0.144, -0.518], [0.121, 0.135, -0.415], [-0.122, -0.252, -0.599], [0.692, -0.797, -0.581], [-1.211, -0.096, -0.816], [-0.068, -0.451, 0.158], [-0.216, -0.002, -1.149], [0.149, -1.188, 0.967], [-0.010, -0.627, 1.342], [-0.388, 0.878, -1.613], [0.264, -0.200, -0.443], [-0.254, 0.925, -0.124], [-0.082, -0.527, -0.377], [-0.059, -0.056, 0.193], [0.317, 0.250, -0.035], [-0.131, 0.597, 0.251], [0.977, -0.081, 0.406], [0.868, -0.245, -0.436], [-0.023, -0.083, -0.279], [0.336, -0.272, -0.026], [0.213, -0.159, 0.246], [-1.088, 0.531, -0.085], [-0.524, -0.414, 0.276], [0.001, 0.376, 0.146], [-0.103, -0.360, 0.110], [-0.380, 0.256, 0.152], [-0.124, -0.126, -0.108], [0.377, 0.197, -0.106], [0.644, -0.381, 0.146], [0.246, 0.435, 0.259], [-0.083, 0.148, 0.077], [0.228, 0.112, -0.135], [-0.354, -0.147, 0.250], [0.031, -0.247, 0.451], [0.525, -0.407, 0.046], [-0.456, 0.279, -0.126], [-0.516, 0.558, 0.115], [0.002, -0.465, -0.003], [0.042, -0.354, 0.328], [0.024, 0.061, 0.199], [-0.082, 0.572, 0.073], [0.107, 2.272, -1.470], [0.181, -0.258, -0.612], [0.486, -0.586, 0.128], [-0.106, 0.122, 0.266], [-0.332, 0.054, -0.233], [0.530, -0.223, 0.570], [-0.196, -0.049, -0.050], [-0.279, 0.192, 0.091], [0.018, 0.011, -0.063], [0.280, 0.065, -0.308], [0.265, 0.115, 0.115], [-0.049, 0.381, -0.091], [0.123, 0.007, -0.486], [-0.217, -0.132, -0.035], [-0.283, -0.312, 0.115], [-0.337, 0.058, 0.279], [2.321, 1.260, -0.728], [-1.926, -1.213, 0.979]], "lowdin_spin": [2.79, 0.00, 0.00, 0.00, 0.01, 0.00, 0.00, 0.00, 0.00, -0.05, 0.00, 0.00, 0.00, 0.00, 0.01, 0.00, 0.00, 0.00, 0.00, 0.00, 0.00, 0.00, 0.00, 0.01, 0.00, 0.00, 0.01, 0.00, 0.00, 0.00, 0.00, 0.00, 0.00, 0.00, 0.00, 0.01, 0.03, 0.03, 0.00, 0.01, 0.00, 0.00, 0.00, 0.00, 0.00, 0.00, 0.00, 0.02, 0.01, 0.00, 0.01, 0.00, 0.01, 0.00, 0.00, 0.00, 0.00, 0.00, 0.00, 0.00, 0.04, 0.01, 0.00, 0.00, 0.00, 0.00, 0.00, 0.00, 0.00, 0.00, 0.00, 0.00, 0.00, 0.00, 0.00, 0.01, 0.02, 0.01], "s2": 3.782, "homo_ev": [-7.30, -7.36], "lumo_ev": [0.033, -0.122], "gap_ev": [7.3, 7.2], "multiplicity": 4}

***

# 3
{"formula": "C16H14ClN3O", "method": "ωB97M-V with the def2-TZVPD basis set", "species": ["O", "C", "C", "N", "C", "N", "C", "C", "C", "C", "C", "C", "C", "C", "C", "C", "Cl", "C", "C", "C", "N", "H", "H", "H", "H", "H", "H", "H", "H", "H", "H", "H", "H", "H", "H"], "coordinates": [[-4.995, -0.536, -0.898], [-3.826, -1.313, -0.871], [-3.292, -1.511, 0.560], [-2.090, -2.300, 0.591], [-0.868, -1.774, 0.362], [-0.773, -0.425, 0.359], [0.411, 0.114, 0.205], [0.452, 1.582, 0.133], [-0.268, 2.332, 1.059], [-0.250, 3.713, 1.005], [0.472, 4.359, 0.015], [1.169, 3.619, -0.926], [1.162, 2.237, -0.869], [1.584, -0.689, 0.104], [2.898, -0.192, 0.068], [3.943, -1.066, -0.059], [5.568, -0.467, -0.101], [3.735, -2.453, -0.148], [2.469, -2.959, -0.079], [1.361, -2.095, 0.068], [0.130, -2.618, 0.178], [-4.792, 0.341, -0.551], [-4.101, -2.277, -1.307], [-3.035, -0.861, -1.485], [-4.055, -1.998, 1.172], [-3.053, -0.535, 0.990], [-2.162, -3.294, 0.438], [-0.828, 1.816, 1.825], [-0.802, 4.287, 1.734], [0.486, 5.438, -0.028], [1.719, 4.120, -1.708], [1.684, 1.662, -1.621], [3.077, 0.868, 0.159], [4.587, -3.107, -0.253], [2.282, -4.020, -0.119]], "forces_ev_per_angstrom": [[-0.357, 0.323, 0.111], [0.433, -0.154, 0.228], [-0.363, 0.166, -0.281], [-0.295, -0.253, -0.037], [0.748, -0.305, 0.010], [-0.078, 0.362, -0.056], [-0.024, -0.473, -0.006], [0.040, 0.392, 0.005], [0.071, -0.096, -0.020], [-0.042, 0.052, 0.040], [0.008, 0.036, -0.030], [0.036, 0.099, -0.060], [-0.065, -0.091, 0.063], [-0.259, -0.487, -0.016], [0.362, -0.120, -0.029], [-0.248, 0.351, 0.039], [0.177, 0.060, -0.002], [-0.175, -0.117, 0.011], [0.185, 0.064, -0.005], [0.047, 0.583, -0.011], [-0.368, -0.227, 0.020], [-0.020, -0.059, -0.062], [0.115, 0.035, 0.021], [-0.032, -0.124, 0.039], [0.038, 0.094, -0.021], [-0.176, -0.120, 0.011], [0.099, 0.070, 0.054], [-0.063, -0.041, 0.062], [-0.034, 0.037, 0.061], [0.002, 0.081, -0.004], [0.029, 0.035, -0.064], [0.068, -0.041, -0.037], [0.085, 0.036, -0.013], [0.069, -0.053, -0.007], [-0.013, -0.116, -0.014]], "nbo_charge": [-0.71, -0.07, -0.25, -0.58, 0.57, -0.51, 0.30, -0.12, -0.16, -0.21, -0.20, -0.23, -0.14, -0.11, -0.21, -0.06, 0.00, -0.20, -0.21, 0.20, -0.51, 0.46, 0.17, 0.16, 0.20, 0.22, 0.40, 0.22, 0.22, 0.22, 0.22, 0.21, 0.24, 0.23, 0.23], "e_above_lowest_kcal_mol": 8.0, "smiles": "OCCNc1nc(-c2ccccc2)c2cc(Cl)ccc2n1", "homo_ev": -8.05, "lumo_ev": -0.184, "gap_ev": 7.9}

***

# 4
{"formula": "C4H20O8S2", "method": "ωB97M-V with the def2-TZVPD basis set", "species": ["C", "S", "S", "C", "C", "C", "O", "O", "H", "H", "H", "H", "H", "H", "H", "H", "O", "H", "H", "O", "H", "H", "O", "H", "H", "O", "H", "H", "O", "H", "H", "O", "H", "H"], "coordinates": [[0.734, -0.249, 2.706], [-0.895, 0.510, 2.825], [-1.971, -0.382, 1.245], [-2.352, 0.941, 0.132], [-1.163, 1.444, -0.761], [-1.093, 2.824, -1.382], [-0.570, 2.960, -2.441], [-1.495, 3.838, -0.585], [0.618, -1.152, 3.313], [1.110, -0.700, 1.716], [1.524, 0.463, 2.881], [-2.759, 1.753, 0.721], [-3.083, 0.466, -0.491], [-0.750, 0.628, -1.464], [-0.403, 1.658, 0.069], [-1.830, 3.619, 0.331], [2.187, 2.390, 0.965], [2.332, 1.543, 0.397], [1.422, 2.691, 0.459], [-0.423, -4.024, 0.383], [-0.352, -3.546, 1.198], [0.444, -4.023, -0.010], [3.476, -0.930, 0.014], [3.454, -1.532, -0.725], [4.290, -0.908, 0.495], [0.891, -2.203, -1.626], [1.774, -2.242, -1.326], [0.649, -2.914, -2.193], [1.465, 1.135, -1.332], [1.405, 0.291, -0.911], [1.328, 1.085, -2.270], [-3.192, -1.508, -0.997], [-4.096, -1.673, -0.679], [-2.672, -2.254, -0.658]], "forces_ev_per_angstrom": [[0.434, -1.851, -1.846], [-0.499, 0.118, -1.268], [0.694, -0.400, 1.321], [0.891, 1.324, -1.319], [0.899, -1.107, 1.992], [-0.700, -1.963, 1.002], [-0.009, 1.168, -0.616], [-0.355, 0.764, 0.672], [0.913, 0.494, 0.511], [-1.330, 0.943, 0.807], [0.089, 0.194, 0.949], [-0.343, 0.186, -0.014], [-0.606, 0.262, -0.161], [-1.030, 1.538, 1.267], [-0.358, -0.809, -1.083], [0.645, -0.275, -1.713], [0.051, -2.453, -1.419], [0.215, 2.221, 1.544], [0.055, 0.509, 0.182], [-0.776, -0.645, -0.370], [0.134, 0.448, 0.563], [0.416, 0.206, -0.106], [-1.757, 0.632, 0.078], [1.022, -0.134, -0.001], [0.859, -0.428, -0.061], [-1.476, 1.545, 0.415], [1.270, -0.606, 0.122], [0.187, -0.891, -0.623], [0.955, 1.116, 0.309], [-0.194, -1.083, -0.246], [-0.161, -0.361, -0.533], [-0.466, -0.830, -0.041], [0.424, -0.009, -0.171], [-0.091, 0.178, -0.143]], "nbo_charge": [-0.79, 0.07, 0.11, -0.56, -0.54, 0.80, -0.57, -0.70, 0.22, 0.23, 0.26, 0.20, 0.26, 0.25, 0.23, 0.50, -0.95, 0.48, 0.47, -0.94, 0.47, 0.47, -0.96, 0.47, 0.49, -0.94, 0.46, 0.48, -0.97, 0.48, 0.50, -0.95, 0.48, 0.49], "e_above_lowest_kcal_mol": 33.2, "smiles": "CSSCCC(=O)O.O.O.O.O.O.O", "homo_ev": -8.61, "lumo_ev": -0.311, "gap_ev": 8.3}